--- i ---
Formula: C3H9BO
Source: OMol25
Level of theory: the ωB97M-V functional and the def2-TZVPD basis

Structure (XYZ):
```
14
C3H9BO the ωB97M-V functional and the def2-TZVPD basis
C 0.00 -2.81 -0.72
C -0.74 -2.00 0.37
B 0.00 -0.69 0.67
O 0.76 0.17 1.07
H -0.42 -3.83 -0.75
H -0.10 -2.35 -1.66
H 0.96 -2.87 -0.38
H -1.78 -1.97 0.14
H -0.74 -2.60 1.29
C 0.38 3.73 0.04
H -0.35 3.10 0.54
H 1.18 4.21 0.60
H -0.02 4.67 -0.36
H 0.87 3.23 -0.86
```

Its HOMO energy is -11.97 eV. For the LUMO energy, the calculation gives 0.0188 hartree. Its net charge is 0. The calculation puts the HOMO-LUMO gap at 12.483 eV.

=====

--- ii ---
Formula: C3H9BO
Source: OMol25
Level of theory: the ωB97M-V functional and the def2-TZVPD basis

Structure (XYZ):
```
14
C3H9BO the ωB97M-V functional and the def2-TZVPD basis
C 0.01 1.46 0.46
B 0.09 -0.10 0.08
C 1.89 -0.81 -0.21
C -1.27 -0.93 -0.15
O -2.37 -0.03 -0.02
H -1.05 1.81 0.29
H 0.66 2.03 -0.18
H 0.49 1.57 1.46
H 2.26 -0.86 -1.27
H 1.84 -1.82 0.09
H 2.43 -0.14 0.36
H -1.33 -1.34 -1.19
H -1.45 -1.71 0.67
H -2.21 0.87 -0.39
```

Its HOMO energy is -9.70 eV. For the LUMO energy, the calculation gives 0.0211 hartree. Its net charge is 0. The calculation puts the HOMO-LUMO gap at 10.276 eV.

=====

What should be chosen as the least stable of them? Choose ii.

=====

--- i ---
Formula: C5H6Si
Source: OMol25
Level of theory: the ωB97M-V functional and the def2-TZVPD basis

Structure (XYZ):
```
12
C5H6Si the ωB97M-V functional and the def2-TZVPD basis
C -1.62 2.76 -0.39
C 3.15 0.97 -0.65
C -0.70 2.09 -0.05
C 2.15 0.79 -0.02
C -0.89 -1.62 0.16
Si 0.45 0.74 0.71
H -2.36 3.37 -0.73
H 4.15 0.63 -0.84
H -0.62 -2.51 0.75
H -1.83 -1.00 0.43
H -0.66 -1.84 -0.89
H 0.53 0.96 2.11
```

Its HOMO energy is -8.66 eV. For the LUMO energy, the calculation gives -0.0084 hartree. Its net charge is 0. The calculation puts the HOMO-LUMO gap at 8.434 eV.

=====

--- ii ---
Formula: C5H6Si
Source: OMol25
Level of theory: the ωB97M-V functional and the def2-TZVPD basis

Structure (XYZ):
```
12
C5H6Si the ωB97M-V functional and the def2-TZVPD basis
C -0.86 -1.18 -1.75
C -2.07 -1.35 -1.35
C 2.54 2.41 0.64
C 2.95 1.68 1.48
C -1.17 -0.63 -0.34
Si -0.79 -1.51 1.24
H -0.07 -1.24 -2.38
H -3.05 -1.93 -1.46
H 2.00 2.84 -0.22
H 3.40 1.19 2.37
H -1.45 0.41 -0.43
H -1.44 -0.69 2.21
```

Its HOMO energy is -7.92 eV. For the LUMO energy, the calculation gives -0.0173 hartree. Its net charge is 0. The calculation puts the HOMO-LUMO gap at 7.444 eV.

=====

What should be chosen as the least stable of them? Choose ii.

=====

--- i ---
Formula: C5H17NO2
Source: OMol25
Level of theory: the ωB97M-V functional and the def2-TZVPD basis

Structure (XYZ):
```
25
C5H17NO2 the ωB97M-V functional and the def2-TZVPD basis
C 2.77 -0.93 0.19
C 1.36 -0.50 0.57
C 1.08 0.99 0.50
C 0.81 1.47 -0.90
C -0.23 0.72 -1.75
N -1.47 0.51 -1.06
H 3.01 -0.82 -0.90
H 2.66 -2.07 0.22
H 3.67 -0.81 0.79
H 0.58 -0.89 -0.09
H 1.13 -0.72 1.68
H 1.91 1.49 0.96
H 0.26 1.18 1.23
H 1.74 1.67 -1.51
H 0.34 2.50 -1.02
H -0.01 -0.25 -2.19
H -0.43 1.46 -2.65
H -1.68 1.10 -0.32
H -2.24 0.41 -1.74
O -1.99 0.23 1.93
H -2.17 -0.28 2.71
H -1.24 -0.16 1.41
O -1.52 -2.08 0.18
H -1.63 -1.16 -0.42
H -2.23 -1.88 0.73
```

Its HOMO energy is -9.61 eV. For the LUMO energy, the calculation gives 0.0286 hartree. Its net charge is 0. The calculation puts the HOMO-LUMO gap at 10.390 eV.

=====

--- ii ---
Formula: C5H17NO2
Source: OMol25
Level of theory: the ωB97M-V functional and the def2-TZVPD basis

Structure (XYZ):
```
25
C5H17NO2 the ωB97M-V functional and the def2-TZVPD basis
C -0.89 -0.21 2.45
C -1.77 -1.06 1.57
N -1.61 -0.45 -1.53
C 0.67 -0.87 -1.45
C -0.44 0.10 -2.04
C -0.23 1.58 -1.66
H -1.41 0.39 3.20
H -0.39 0.47 1.75
H -0.04 -0.77 2.84
H -1.95 -2.05 2.00
H -2.76 -0.65 1.39
H -1.35 -1.14 0.58
H 0.44 -1.89 -1.76
H 1.68 -0.55 -1.70
H 0.54 -0.80 -0.37
H -0.41 0.12 -3.14
H -0.55 1.77 -0.63
H 0.79 1.94 -1.73
H -0.83 2.25 -2.28
H 2.27 1.89 0.41
H 1.70 0.35 1.05
O 1.47 1.50 0.78
H 2.89 -0.62 1.68
H -2.32 -0.56 -2.28
O 2.07 -0.78 1.21
```

Its HOMO energy is -8.23 eV. For the LUMO energy, the calculation gives -0.1731 hartree. Its net charge is 0. The calculation puts the HOMO-LUMO gap at 3.524 eV.

=====

What should be chosen as the least stable of them? Choose ii.

=====

--- i ---
Formula: C19H20N2O5S
Source: OMol25
Level of theory: the ωB97M-V functional and the def2-TZVPD basis

Structure (XYZ):
```
47
C19H20N2O5S the ωB97M-V functional and the def2-TZVPD basis
C -1.28 -4.15 -3.42
C -1.69 -2.85 -2.80
C -1.59 -2.64 -1.44
C -1.95 -1.42 -0.86
C -1.87 -1.26 0.63
C -2.40 -0.40 -1.68
N -2.71 0.86 -1.11
S -1.50 2.03 -1.20
O -0.60 1.77 -2.29
O -2.17 3.30 -1.14
C -0.62 1.77 0.33
C 0.58 1.08 0.32
C 1.25 0.84 1.51
C 0.72 1.32 2.71
N 1.34 1.10 3.93
C 2.66 0.88 4.24
O 2.98 0.53 5.36
C 3.65 1.17 3.17
C 4.83 0.54 3.12
C 5.82 0.89 2.09
O 5.66 1.68 1.20
O 6.96 0.20 2.24
C -0.50 2.00 2.70
C -1.17 2.23 1.52
C -2.53 -0.59 -3.06
C -3.04 0.51 -3.94
C -2.17 -1.82 -3.60
H -0.44 -4.01 -4.09
H -2.10 -4.57 -4.01
H -1.00 -4.88 -2.66
H -1.24 -3.43 -0.80
H -2.40 -0.37 0.94
H -0.83 -1.19 0.96
H -2.31 -2.13 1.12
H -3.56 1.27 -1.47
H 0.96 0.73 -0.62
H 2.16 0.27 1.50
H 0.73 1.07 4.74
H 3.42 1.96 2.47
H 5.10 -0.24 3.82
H 7.60 0.44 1.56
H -0.91 2.35 3.64
H -2.10 2.77 1.48
H -3.05 0.19 -4.98
H -4.05 0.80 -3.65
H -2.40 1.38 -3.85
H -2.26 -1.98 -4.66
```

Its HOMO energy is -8.93 eV. For the LUMO energy, the calculation gives -0.0191 hartree. Its net charge is 0. The calculation puts the HOMO-LUMO gap at 8.415 eV.

=====

--- ii ---
Formula: C19H20N2O5S
Source: OMol25
Level of theory: the ωB97M-V functional and the def2-TZVPD basis

Structure (XYZ):
```
47
C19H20N2O5S the ωB97M-V functional and the def2-TZVPD basis
O -2.01 1.01 -1.11
C -0.96 0.49 -0.81
N 0.27 0.79 -1.30
C 0.64 1.78 -2.21
C 1.99 1.88 -2.53
C 2.46 2.84 -3.42
C 1.53 3.68 -3.98
C 0.18 3.58 -3.67
C -0.30 2.65 -2.79
O -0.52 4.54 -4.36
C 0.44 5.24 -5.12
O 1.72 4.70 -4.88
C -0.84 -0.66 0.22
C -2.20 -1.08 0.80
C -2.70 -0.08 1.83
C -1.65 0.11 2.92
C -0.36 0.62 2.28
N 0.10 -0.26 1.24
S 1.51 -1.10 1.35
O 2.33 -0.47 2.34
O 2.01 -1.22 0.00
C 1.01 -2.73 1.93
C 0.74 -2.88 3.27
C 0.28 -4.11 3.73
C 0.09 -5.15 2.84
C 0.37 -4.98 1.49
C 0.83 -3.76 1.03
H 1.04 0.22 -0.95
H 2.68 1.20 -2.06
H 3.51 2.91 -3.66
H -1.35 2.57 -2.55
H 0.42 6.31 -4.84
H 0.19 5.15 -6.19
H -0.39 -1.51 -0.31
H -2.91 -1.16 -0.02
H -2.09 -2.07 1.27
H -2.89 0.88 1.33
H -3.64 -0.43 2.26
H -1.99 0.83 3.67
H -1.46 -0.84 3.42
H 0.46 0.70 3.00
H -0.54 1.61 1.85
H 0.92 -2.05 3.94
H 0.07 -4.25 4.78
H -0.28 -6.10 3.19
H 0.23 -5.80 0.80
H 1.08 -3.60 -0.01
```

Its HOMO energy is -7.58 eV. For the LUMO energy, the calculation gives 0.0163 hartree. Its net charge is 0. The calculation puts the HOMO-LUMO gap at 8.026 eV.

=====

What should be chosen as the least stable of them? Choose ii.